Below is C42H40BF4N4O3P2ReS3 as an isolated structure, with properties calculated with ωB97M-V with the def2-TZVPD basis set.

Geometry (Å):
C -2.0490 -3.0014 -3.8675
C -1.4142 -0.1028 3.1504
H -3.1307 -3.4238 -2.2048
H -5.0874 -4.4671 0.0603
C 2.5896 2.1158 -1.5257
H -0.8938 4.2703 -0.4675
H 1.4766 -1.4956 -4.0003
H 0.1234 0.4706 -3.8509
C -4.3107 -1.1947 -0.4124
C -4.4856 -3.5708 0.0142
O 0.9668 -0.2964 -1.2714
C 0.7850 5.9630 -3.5100
S -2.0775 0.2040 4.7521
F 1.5065 0.0521 1.1574
H -0.2839 -4.1542 -0.1947
C 3.3741 2.8209 -2.4447
H 3.3180 -0.6637 4.2931
H -6.1175 -2.3147 -0.5880
C 4.4120 -0.2122 -2.8445
C -4.4515 1.8102 -4.7755
C 0.7298 0.0449 7.0623
C -2.3809 -2.4508 0.2975
O -0.6892 1.7688 -1.0145
O -2.2001 -0.1297 -0.2460
H -2.3205 -4.1864 -5.5401
C -0.4271 4.7475 -1.3194
C 2.5456 -1.3464 -3.8938
H 3.5802 2.4112 -3.4265
H 4.7900 0.5091 -2.1346
H -2.6738 -4.5437 0.6469
C -4.3920 1.4075 -3.4519
C -0.0868 3.9923 -2.4407
C -0.1573 6.1061 -1.2996
C 1.8769 -0.6763 7.3584
C 2.5946 -0.4751 5.0741
H 3.0558 -2.9103 -5.2624
H -1.3133 3.0031 -5.1472
C 0.4457 6.7118 -2.3920
C -3.3409 2.3832 -5.3856
H 0.3171 -2.7402 -1.0317
C 3.0405 -0.3673 -3.0276
H 1.2950 0.6138 3.7734
F 3.2947 -1.1398 2.0084
C -2.1699 2.5443 -4.6689
C 0.6629 1.2890 -3.3642
P 1.8424 0.6111 -2.1563
H -5.3665 1.6842 -5.3382
C -3.2192 1.5617 -2.7262
H -0.5469 2.0598 4.7195
C -2.9594 -1.2435 -0.0955
C -0.9617 -2.3314 0.6230
S -1.2803 -1.6486 -3.2279
Re -0.3737 0.1195 0.2299
C 1.4469 0.2444 4.7810
H -1.2097 1.7053 6.3160
N -1.3207 -1.3013 2.7317
N -2.9149 -3.7229 -3.1428
F 3.3641 1.1555 2.0006
H 3.7035 -1.5008 6.5971
H 2.6704 4.3159 1.0365
B 3.0744 0.0116 1.3282
P -0.5647 2.2729 -2.4587
C 0.5209 4.6035 -3.5356
H 0.0046 0.2493 7.8408
F 3.5580 -0.0158 0.0385
H 0.6562 7.7726 -2.3721
H 1.7456 2.1448 0.4594
N -0.6306 -1.4100 1.5197
C 2.8645 3.9035 0.0563
H -4.7525 -0.2510 -0.6998
H -3.3765 -4.5388 -3.5069
C 0.0970 -3.1422 -0.0395
N -1.8255 -3.4156 -5.1255
H -0.4206 6.6927 -0.4303
C 3.8993 4.0549 -2.1066
C 2.8090 -0.9389 6.3650
C 2.3374 2.6659 -0.2759
H -3.3926 2.7084 -6.4152
H -1.1966 -2.8796 -5.6955
H 5.4886 -2.6073 -4.9735
C -3.1364 -3.6181 0.3306
C 3.4310 -2.1486 -4.5924
C 4.7991 -1.9784 -4.4270
C 5.2879 -1.0185 -3.5528
H 4.5137 4.5893 -2.8186
H 1.0040 -3.1560 0.5596
C 0.5048 0.5082 5.7717
H 0.7977 4.0302 -4.4114
C -2.1087 2.1277 -3.3376
C -0.7462 1.2623 5.4348
H -5.2604 0.9664 -2.9815
C -5.0634 -2.3557 -0.3489
H 2.0423 -1.0334 8.3660
H 1.2564 6.4364 -4.3600
H 6.3538 -0.9043 -3.4119
S -0.9620 1.2414 2.1060
H -3.1579 1.2428 -1.6961
H 1.1874 1.8821 -4.1127
H 4.0575 5.5609 -0.5890
C 3.6423 4.5984 -0.8550

Summary:
E_tot (eV): -121070.2722
2S+1: 2
Charge: +1
E_HOMO (spin up / spin down) (Ha): -0.37155 / -0.37280
Kohn-Sham gap (spin up / spin down) (eV): 6.05 / 6.47
LUMO energy (spin up / spin down) (eV): -4.1 / -3.7
Energy above the lowest of the compared OMol25 structures with the same formula, charge and spin (eV): 1.057

Here are the Löwdin charges for atoms 1 to 99, given in e:
1 C -0.908
2 C -1.006
3 H 0.058
4 H 0.111
5 C -0.291
6 H 0.114
7 H 0.059
8 H 0.011
9 C 0.015
10 C -0.081
11 O -0.474
12 C -0.062
13 S 0.918
14 F -0.187
15 H 0.097
16 C -0.093
17 H 0.096
18 H 0.114
19 C -0.064
20 C -0.058
21 C -0.048
22 C -0.141
23 O -0.477
24 O -0.304
25 H 0.110
26 C -0.057
27 C -0.069
28 H 0.114
29 H 0.111
30 H 0.126
31 C -0.057
32 C -0.277
33 C -0.056
34 C -0.079
35 C -0.056
36 H 0.109
37 H 0.104
38 C -0.058
39 C -0.061
40 H 0.049
41 C -0.273
42 H 0.080
43 F 0.196
44 C -0.068
45 C -0.279
46 P 0.842
47 H 0.112
48 C -0.064
49 H 0.056
50 C -0.303
51 C -0.256
52 S 0.706
53 Re 1.497
54 C -0.038
55 H 0.079
56 N 0.018
57 N 0.120
58 F 0.197
59 H 0.103
60 H 0.123
61 B -1.198
62 P 0.832
63 C -0.084
64 H 0.113
65 F 0.163
66 H 0.113
67 H 0.080
68 N -0.197
69 C -0.037
70 H 0.115
71 H 0.116
72 C 0.008
73 N 0.095
74 H 0.114
75 C -0.059
76 C -0.077
77 C -0.075
78 H 0.111
79 H 0.094
80 H 0.112
81 C -0.019
82 C -0.062
83 C -0.056
84 C -0.050
85 H 0.114
86 H 0.102
87 C -0.296
88 H 0.100
89 C -0.279
90 C -0.422
91 H 0.106
92 C -0.055
93 H 0.104
94 H 0.113
95 H 0.115
96 S 0.719
97 H 0.083
98 H 0.078
99 H 0.114